1.
Below is a cluster of 7 separate species, C28H56O7 in total at a distorted geometry, with properties calculated with ωB97M-V/def2-TZVPD.

Last column: Mulliken charge in e.
CARTESIAN COORDINATES (ANGSTROEM)
C (8.3840, 0.9203, 2.5076)  -0.5080
C (9.9093, 1.0457, 2.5300)  -0.4762
C (10.2661, 0.8011, 1.0381)  -0.4468
O (9.1761, 0.0587, 0.4683)  -0.4262
C (7.9755, 0.2280, 1.2362)  -0.3503
H (7.7393, 1.7907, 2.6295)  0.3025
H (8.0119, 0.3851, 3.3812)  0.2829
H (10.2965, 0.2925, 3.2162)  0.2481
H (10.1882, 1.9621, 3.0502)  0.2945
H (11.2363, 0.4235, 0.7153)  0.3446
H (10.2266, 1.7934, 0.5889)  0.2228
H (7.6352, -0.7821, 1.4640)  0.2474
H (7.1847, 0.8134, 0.7670)  0.2650
C (-0.2925, -0.5415, 2.5594)  -0.4831
C (-0.1931, 0.0598, 1.1777)  -0.3865
C (1.1753, -0.3257, 0.7031)  -0.4184
O (1.7502, -1.1263, 1.7364)  -0.4290
C (1.1296, -0.9010, 2.9696)  -0.3589
H (-0.9548, -1.4073, 2.5541)  0.2291
H (-0.7595, 0.0773, 3.3256)  0.2845
H (-0.2440, 1.1457, 1.0975)  0.2479
H (-0.9985, -0.2579, 0.5155)  0.2499
H (1.8117, 0.5516, 0.5873)  0.2436
H (1.3547, -0.7995, -0.2621)  0.2900
H (1.5880, -0.0287, 3.4356)  0.2376
H (1.3691, -1.7633, 3.5918)  0.2934
C (-6.7691, 1.6086, 1.6809)  -0.5979
C (-7.1755, 2.0775, 3.0319)  -0.3679
C (-8.5422, 2.4978, 2.7397)  -0.5310
O (-8.5682, 3.0742, 1.4430)  -0.3899
C (-7.6697, 2.2727, 0.6620)  -0.3812
H (-7.1066, 0.5740, 1.6185)  0.2254
H (-5.6942, 1.6472, 1.5041)  0.3655
H (-6.5417, 2.9138, 3.3267)  0.2386
H (-7.2967, 1.2962, 3.7822)  0.2776
H (-8.8651, 3.2187, 3.4909)  0.3551
H (-9.1949, 1.6460, 2.9309)  0.2749
H (-7.0738, 2.9406, 0.0400)  0.2802
H (-8.1102, 1.4823, 0.0543)  0.2503
C (3.5037, -3.8329, -5.5937)  -0.3944
C (4.7606, -3.6397, -4.7038)  -0.5486
C (5.0042, -2.1691, -4.9700)  -0.4289
O (3.7284, -1.6153, -5.0106)  -0.3795
C (2.9545, -2.4008, -5.8950)  -0.4418
H (2.7805, -4.3862, -4.9945)  0.1669
H (3.7220, -4.4012, -6.4978)  0.3200
H (5.6511, -4.2461, -4.8694)  0.3292
H (4.5078, -3.9053, -3.6773)  0.2459
H (5.5740, -1.9307, -5.8681)  0.2883
H (5.5518, -1.7898, -4.1072)  0.3056
H (3.1646, -2.1102, -6.9243)  0.2537
H (1.9071, -2.1971, -5.6722)  0.2831
C (-1.5769, 2.5768, -5.2434)  -0.5490
C (-2.8322, 2.7205, -4.5033)  -0.5068
C (-3.6804, 1.6273, -5.1778)  -0.4190
O (-3.2268, 1.6265, -6.5572)  -0.4204
C (-1.8759, 2.0845, -6.7052)  -0.2994
H (-0.9207, 1.8482, -4.7675)  0.2201
H (-1.0079, 3.5051, -5.1934)  0.3645
H (-3.3317, 3.6812, -4.6281)  0.2448
H (-2.8560, 2.6057, -3.4197)  0.3450
H (-4.6903, 2.0314, -5.1079)  0.2796
H (-3.6365, 0.6575, -4.6821)  0.2978
H (-1.8489, 2.8810, -7.4489)  0.2298
H (-1.2929, 1.2222, -7.0287)  0.2134
C (-1.4894, 4.7141, 5.6093)  -0.4525
C (-1.3574, 3.7990, 6.8606)  -0.4394
C (-2.1600, 4.6574, 7.8709)  -0.3992
O (-2.3334, 5.9598, 7.3286)  -0.4106
C (-2.2858, 5.9415, 5.9412)  -0.3943
H (-2.0170, 4.2824, 4.7588)  0.2621
H (-0.5307, 4.8468, 5.1080)  0.3072
H (-0.3020, 3.6312, 7.0748)  0.2320
H (-1.7711, 2.8096, 6.6656)  0.2270
H (-1.5084, 4.8303, 8.7275)  0.2868
H (-3.0716, 4.1089, 8.1078)  0.2933
H (-1.8014, 6.8666, 5.6288)  0.2226
H (-3.2484, 5.9852, 5.4318)  0.2652
C (-1.2766, -5.5747, -1.3409)  -0.5659
C (-1.3241, -6.4987, -2.5889)  -0.5044
C (-2.3814, -7.4330, -2.2264)  -0.4041
O (-2.8031, -7.1352, -0.8370)  -0.3883
C (-1.7800, -6.4581, -0.1946)  -0.4538
H (-1.9580, -4.7720, -1.6227)  0.2177
H (-0.4245, -5.0691, -0.8866)  0.3753
H (-0.4014, -7.0734, -2.5080)  0.2792
H (-1.5675, -5.8965, -3.4642)  0.3171
H (-2.0638, -8.4707, -2.3285)  0.2569
H (-3.3450, -7.1375, -2.6413)  0.2818
H (-1.0498, -7.1471, 0.2299)  0.2800
H (-2.1394, -5.8753, 0.6534)  0.3086

Cartesian forces, eV/Å:
-1.2 0.1 1.4
-0.3 -0.8 0.4
-1.1 1.8 0.1
0.3 -0.1 0.0
0.9 -0.8 0.3
0.8 0.9 -0.3
0.4 -0.6 0.0
0.1 -0.4 -0.3
0.3 0.4 -0.8
-0.2 -0.7 0.5
0.1 0.3 -0.3
-0.4 0.0 -0.3
0.2 -0.2 -0.7
-1.1 -0.5 1.6
-0.7 0.7 -1.0
1.9 0.1 0.2
0.9 -1.0 -1.1
0.1 0.8 -0.8
0.2 -0.3 -0.3
0.1 0.5 -0.2
-0.2 0.1 0.7
0.0 -0.4 0.1
0.0 0.5 0.3
-0.7 -0.6 0.1
0.1 0.3 0.3
-0.7 -0.1 0.0
0.6 -2.4 -0.4
0.8 0.3 0.4
-1.7 1.4 1.1
-0.3 -0.9 -0.1
1.0 1.2 0.2
0.7 -0.4 0.1
-0.1 0.1 -0.2
-0.1 -0.1 0.5
0.9 0.0 0.1
-0.3 0.5 -0.3
-0.5 -0.3 -0.9
-0.4 0.1 -0.3
-0.6 0.4 -0.1
-0.5 -0.9 0.1
-0.3 -0.2 -0.9
0.7 -0.1 1.8
-0.5 1.4 0.1
1.1 -0.7 0.5
-0.2 -0.1 -0.3
-0.1 0.1 0.0
-0.2 -0.2 -0.8
-0.1 0.8 0.2
0.1 -0.3 -0.3
-0.1 0.6 -0.1
0.0 0.0 -0.2
0.0 -0.3 0.0
3.0 0.4 -0.6
-2.0 -0.7 0.2
0.1 1.6 -0.4
-1.1 -0.5 0.3
-1.2 0.2 2.0
-0.1 -0.2 0.1
0.2 0.1 -0.4
0.1 0.1 -0.5
0.7 -0.3 0.0
-0.4 -0.7 -0.6
0.3 -0.2 -0.3
0.0 0.0 0.0
0.4 0.2 0.1
0.4 -1.4 -2.2
-0.5 1.0 -1.2
1.5 -0.5 0.2
-0.8 -0.1 1.1
0.9 0.8 -0.3
-0.3 -0.8 0.2
0.3 0.7 0.6
-0.1 0.3 0.4
-0.3 0.1 0.2
-0.6 -0.3 0.5
-0.3 0.5 0.2
0.2 0.1 0.0
-0.5 -0.4 0.3
-0.1 0.7 0.9
2.4 1.2 1.6
-3.0 0.1 1.8
-0.5 -1.6 0.0
-0.2 0.8 -0.9
-0.5 0.1 0.8
0.9 -0.1 -1.2
0.4 0.3 -1.3
0.7 -0.5 -0.2
-0.5 -0.1 0.0
0.2 -0.9 -1.1
0.6 -0.1 -0.3
-0.4 0.0 -0.1

Computed properties:
* calculated total energy: -1626.8732 Ha
* total charge: 0
* structure (SMILES): C1CCOC1.C1CCOC1.C1CCOC1.C1CCOC1.C1CCOC1.C1CCOC1.C1CCOC1
* gap between HOMO and LUMO: 0.35391 Ha


2.
Below is a cluster of 3 separate species, C28H57F5N6O4P2Si in total at a distorted geometry, with properties calculated with ωB97M-V/def2-TZVPD.

Last column: Mulliken charge in e.
CARTESIAN COORDINATES (ANGSTROEM)
C (5.3493, -7.4044, 1.2245)  -0.9938
C (4.0202, -8.1378, 0.7865)  -0.4827
C (2.6961, -7.3250, 1.1556)  -0.0128
O (1.8120, -7.4525, 0.0199)  -0.6346
Si (0.6171, -6.2133, 0.0062)  -0.0674
C (-0.4412, -6.5253, 1.5860)  -0.2642
C (-0.4231, -8.0393, 2.0147)  -0.1752
O (-0.0071, -8.3504, 3.1111)  -0.4934
C (-0.4771, -6.5727, -1.4952)  -0.5796
C (-1.2651, -5.3459, -2.1038)  -0.5126
C (-2.3698, -4.7182, -1.1686)  -0.9457
C (1.3709, -4.4520, 0.1026)  1.6793
F (0.5889, -3.4317, -0.4599)  -0.3006
F (1.4546, -4.1323, 1.4934)  -0.3859
C (2.8124, -4.2833, -0.4503)  -0.2615
C (3.5143, -5.1864, -1.3414)  -0.3411
C (4.9069, -4.9219, -1.7601)  -0.9251
C (5.5811, -3.7274, -1.2685)  -0.5979
C (4.8943, -2.7696, -0.4000)  0.0942
C (5.5986, -1.4816, 0.0963)  0.8707
F (5.6557, -1.4669, 1.4712)  -0.2400
F (6.8986, -1.5041, -0.3737)  -0.2948
F (4.9923, -0.3609, -0.3966)  -0.2256
C (3.5314, -3.0669, -0.0146)  -0.3972
H (6.1257, -7.6538, 0.4422)  0.2843
H (5.7293, -7.8482, 2.1784)  0.3124
H (5.2755, -6.2888, 1.2316)  0.2268
H (3.9568, -9.2051, 1.1317)  0.4051
H (4.0366, -8.1868, -0.3426)  0.1471
H (2.9263, -6.2689, 1.4513)  0.0681
H (2.2960, -7.8370, 2.0808)  0.3395
H (-0.0860, -5.9380, 2.4722)  0.3118
H (-1.5235, -6.2597, 1.4406)  0.3305
H (-0.7893, -8.8713, 1.3489)  0.3127
H (0.1405, -7.1115, -2.2677)  0.4077
H (-1.2502, -7.3278, -1.1550)  0.3352
H (-1.7908, -5.7167, -3.0327)  0.4682
H (-0.5017, -4.6087, -2.4730)  0.2345
H (-2.2012, -4.8571, -0.0741)  0.2047
H (-2.3861, -3.6116, -1.3817)  0.2549
H (-3.3614, -5.1358, -1.4841)  0.3417
H (3.0135, -6.0993, -1.7296)  0.4699
H (5.3835, -5.6776, -2.4219)  0.3687
H (6.6364, -3.5519, -1.5693)  0.4003
H (2.9987, -2.3346, 0.6468)  0.2710
C (1.8808, 0.3040, 2.8376)  -0.7045
N (0.4931, 0.1983, 2.4293)  0.0350
C (0.2969, -0.9744, 1.5786)  -0.9610
P (-0.6766, 1.4582, 2.2286)  0.9012
O (-1.8246, 0.5966, 2.7456)  -0.8034
N (-0.6640, 2.4924, 3.6120)  0.2994
C (0.4597, 2.6569, 4.5121)  -1.2518
C (-1.9031, 2.6085, 4.3749)  -1.0249
N (0.5318, 2.5211, 1.4975)  -0.0699
C (0.0530, 3.9176, 1.3223)  -1.2654
C (0.9210, 2.0915, 0.1330)  -0.9524
H (2.5211, 0.8030, 2.0980)  0.2580
H (2.3112, -0.6879, 3.0061)  0.3919
H (2.0013, 0.8079, 3.7915)  0.1404
H (0.6604, -0.8063, 0.5563)  0.3210
H (-0.7585, -1.2446, 1.5084)  0.3499
H (0.8059, -1.8526, 1.9804)  0.1736
H (0.5852, 1.7885, 5.1697)  0.3073
H (0.3207, 3.5373, 5.1488)  0.4428
H (1.3879, 2.8520, 3.9730)  0.3519
H (-2.0511, 1.7508, 5.0406)  0.2983
H (-2.7632, 2.6858, 3.7104)  0.3163
H (-1.9045, 3.5172, 4.9840)  0.3133
H (-0.8609, 3.9520, 0.7223)  0.4580
H (0.8158, 4.5271, 0.8313)  0.4203
H (-0.1460, 4.4127, 2.2705)  0.3342
H (0.0483, 1.9706, -0.5162)  0.3661
H (1.4702, 1.1494, 0.1401)  0.1551
H (1.5974, 2.8152, -0.3260)  0.3905
C (-4.4785, 7.5876, -0.5546)  -0.7727
N (-3.1711, 7.0708, -0.9138)  0.0898
C (-2.1337, 7.6689, -0.0739)  -1.0200
P (-2.6253, 6.4714, -2.4430)  0.8585
O (-1.7500, 5.3953, -1.8084)  -0.7391
N (-3.7770, 5.3458, -3.0648)  0.2108
C (-5.1814, 5.3135, -2.7057)  -1.2310
C (-3.3187, 3.9806, -3.3067)  -0.9933
N (-3.4971, 7.7472, -3.3031)  -0.1245
C (-3.5348, 7.5394, -4.7745)  -1.0457
C (-2.8736, 9.0813, -3.1343)  -1.0652
H (-4.7207, 8.5445, -1.0346)  0.2789
H (-4.5460, 7.7527, 0.5242)  0.3901
H (-5.2796, 6.8861, -0.7637)  0.1812
H (-1.8933, 8.6938, -0.3835)  0.2606
H (-1.2083, 7.0908, -0.1129)  0.2179
H (-2.4315, 7.6922, 0.9770)  0.4093
H (-5.3352, 4.9039, -1.7007)  0.3022
H (-5.7465, 4.6910, -3.4073)  0.4319
H (-5.6434, 6.2990, -2.7800)  0.3626
H (-3.2765, 3.3972, -2.3800)  0.2848
H (-2.3303, 3.9774, -3.7653)  0.3116
H (-3.9816, 3.4628, -4.0055)  0.3151
H (-2.5267, 7.4554, -5.1915)  0.3596
H (-4.0480, 8.3706, -5.2648)  0.4035
H (-4.0919, 6.6481, -5.0539)  0.3043
H (-1.8131, 9.0683, -3.4052)  0.3740
H (-2.9560, 9.4464, -2.1104)  0.2490
H (-3.3796, 9.8293, -3.7478)  0.3971

Cartesian forces, eV/Å:
0.3 -1.2 -0.6
-0.2 1.2 -0.9
1.5 -1.8 0.8
-1.0 2.1 0.7
-1.0 -2.3 0.2
-0.3 -0.5 0.5
0.4 0.7 0.7
-0.3 0.1 -0.8
-0.5 -0.2 -0.3
0.3 -0.6 -0.6
0.3 0.5 -0.9
1.6 1.1 0.1
0.4 -1.1 0.6
-0.2 -0.3 -1.3
2.5 1.2 -0.5
0.9 1.4 0.4
-1.7 1.5 1.8
-1.3 -0.6 0.1
-1.3 -2.1 -0.8
0.4 -1.4 -0.6
-0.2 0.6 -1.7
-1.4 0.5 0.8
0.8 -1.0 1.1
0.5 -0.6 -0.5
-0.6 0.3 0.9
-0.3 0.9 -0.6
-0.1 -1.0 0.3
0.1 1.1 -0.1
-0.2 0.0 1.1
-0.1 -0.7 -0.6
-0.1 0.7 -1.0
-0.2 -0.6 -0.7
0.9 -0.1 -0.1
0.1 0.9 0.0
-0.6 0.6 0.6
0.9 0.6 -0.2
0.6 0.4 0.9
-0.9 -0.4 0.5
-0.1 0.1 -0.9
-0.2 -1.1 0.4
0.8 0.3 0.6
0.4 0.8 0.4
-0.2 0.9 0.6
-1.0 -0.1 0.3
0.5 -0.9 -0.7
0.3 0.4 -0.2
0.4 -0.9 -0.5
-0.5 -0.1 0.0
3.8 -1.5 7.3
-1.6 1.1 -3.9
-0.4 0.7 0.3
0.4 0.4 -0.4
-0.2 -0.2 -0.2
-2.6 0.4 -2.4
0.0 0.6 0.3
0.5 -0.6 -0.2
0.1 0.1 0.0
-0.3 -0.1 -0.2
-0.1 0.2 -0.1
0.1 -0.2 -0.1
0.0 0.2 0.0
0.1 0.2 0.1
0.1 0.0 0.0
-0.2 -0.1 0.0
0.0 -0.2 -0.1
-0.1 0.0 0.0
0.0 -0.2 0.1
0.3 0.0 -0.1
0.1 0.2 -0.1
0.0 -0.3 -0.2
0.0 -0.4 0.1
0.1 0.2 -0.1
-0.2 -0.1 0.2
-0.2 0.1 0.2
-0.3 0.3 -0.4
0.4 0.7 0.8
0.4 -0.3 0.0
-6.5 -3.4 4.2
3.0 2.0 -2.3
-0.1 -0.5 -0.7
-0.3 0.6 -0.4
0.4 0.0 0.1
3.2 0.3 -1.7
-0.5 -0.2 -0.5
-0.1 0.5 0.6
-0.1 0.1 0.0
0.4 0.0 0.0
0.1 0.0 -0.3
0.0 0.1 0.2
-0.1 -0.1 -0.2
-0.2 0.0 -0.1
-0.1 0.0 0.0
0.2 -0.1 0.0
0.1 0.0 0.2
0.1 -0.1 0.0
0.0 0.0 0.2
-0.2 0.2 0.0
-0.1 0.1 -0.1
0.2 0.2 0.2
0.1 -0.1 0.3
-0.1 0.2 -0.1
0.0 -0.3 0.1
0.0 -0.2 -0.1

Computed properties:
* calculated total energy: -3201.9623 Ha
* total charge: 0
* structure (SMILES): CCCO[Si@](CC=O)(CCC)C(F)(F)c1cccc(C(F)(F)F)c1.CN(C)P(=O)(N(C)C)N(C)C.CN(C)P(=O)(N(C)C)N(C)C
* gap between HOMO and LUMO: 0.26384 Ha